[1]
# C17H14BrClO2Re

A structure of composition C17H14BrClO2Re (ωB97M-V/def2-TZVPD, OMol25).

Last column: Löwdin spin population.
Element x y z (Å)
C1 2.54 -0.60 -1.75  0.038
C2 2.14 -0.88 -0.37  0.050
C3 0.84 -1.48 -0.43  0.062
H1 2.72 -0.70 0.49  0.003
C4 0.40 -1.58 -1.78  0.168
C5 1.44 -1.05 -2.62  0.084
H2 1.48 -1.21 -3.68  0.004
H3 3.53 -0.31 -2.06  0.007
H4 0.43 -1.99 0.39  0.001
H5 -0.52 -2.00 -2.10  0.011
Re1 0.97 0.84 -1.74  1.801
Br1 -0.11 2.51 -0.03  0.167
C6 0.35 2.44 -2.87  0.066
C7 0.57 1.44 -3.86  0.026
C8 1.95 1.18 -3.89  0.292
H6 -0.15 1.16 -4.62  0.002
C9 2.59 1.86 -2.83  0.010
C10 1.62 2.69 -2.19  0.088
H7 1.84 3.51 -1.53  0.007
H8 -0.49 3.13 -2.84  0.006
H9 2.47 0.67 -4.69  0.021
H10 3.65 1.99 -2.68  0.000
Cl1 -4.21 -2.06 6.07  0.000
C11 -3.31 -1.39 4.81  0.000
C12 -2.10 -0.76 5.08  0.000
C13 -1.29 -0.30 4.05  0.000
C14 -1.69 -0.46 2.73  0.003
C15 -2.92 -1.06 2.42  0.000
C16 -3.72 -1.52 3.47  0.000
C17 -0.64 -0.15 1.65  0.004
O1 0.49 0.13 2.06  0.003
O2 -0.93 -0.26 0.38  0.075
H11 -1.75 -0.66 6.08  0.000
H12 -0.31 0.13 4.25  0.000
H13 -3.23 -1.21 1.38  0.000
H14 -4.65 -2.03 3.27  0.000

2S+1	4
HOMO energy (spin up / spin down)	-6.744 / -7.989	eV
frontier orbital gap (spin up / spin down)	6.34 / 5.52	eV
energy	-3918.9526	a.u.
molecular weight	551.9	u
LUMO level (spin up / spin down)	-0.4 / -2.5	eV

=====

[2]
# C2H16NO5S

A cluster of 6 separate species, C2H16NO5S in total (ωB97M-V/def2-TZVPD, OMol25).

Last column: Mulliken charge in e.
Element x y z (Å)
C1 2.12 0.07 1.62  -0.513
C2 2.70 0.68 0.39  -0.654
S1 1.66 0.32 -1.04  -0.542
N1 0.98 0.92 2.14  -0.696
H1 2.81 0.21 2.48  0.213
H2 1.84 -0.97 1.65  0.312
H3 3.78 0.43 0.33  0.254
H4 2.84 1.77 0.48  0.288
H5 0.10 0.45 1.93  0.306
H6 0.90 1.83 1.70  0.247
H7 1.25 -2.65 -1.60  0.390
H8 1.12 -1.93 -0.25  0.182
O1 0.83 -2.72 -0.76  -0.730
H9 -1.94 -1.77 0.53  0.332
H10 -2.80 -0.56 0.19  0.326
O2 -2.43 -1.04 0.92  -0.642
H11 -0.71 0.91 -2.43  0.280
H12 -1.61 2.10 -2.03  0.339
O3 -1.50 1.39 -2.70  -0.689
H13 -2.35 2.54 0.83  0.327
H14 -2.65 1.31 -0.01  0.279
O4 -2.96 2.20 0.16  -0.624
H15 -1.38 -1.28 -1.99  0.318
H16 -0.87 -2.20 -1.04  0.413
O5 -1.72 -2.05 -1.52  -0.717

HOMO energy	-3.639	eV
frontier orbital gap	6.98	eV
energy	-914.9759	a.u.
charge	-1
molecular weight	166.2	u
LUMO level	3.3	eV
energy above the lowest of the compared OMol25 structures with the same formula, charge and spin	0.000	eV

=====

Which formula does entry 2 have? C2H16NO5S

=====

Look up the molecular weight of the first one. 551.9 u

=====

Among the records above, which one has the lowest molecular weight? C2H16NO5S

=====

Among the records above, which one has the lowest energy? C17H14BrClO2Re